# 1
Density functional theory data (the ωB97M-V functional and the def2-TZVPD basis) for C7H17O9S2Tl as an isolated structure at a distorted geometry.

The calculation puts the LUMO energy at -14.24 eV. Its total charge is +2. For the orbital gap, the calculation gives 2.14 eV.

XYZ file:
```
36
Properties=species:S:1:pos:R:3:forces:R:3
Tl 0.14561 -0.93809 0.18038 0.07 -0.03 -0.02
O -4.43504 -2.98950 -0.03162 -0.38 -1.26 -0.80
C -3.17081 -3.00273 -0.28418 -2.57 -0.93 0.25
O -2.50963 -3.91467 -0.72480 1.47 -0.82 -0.58
O -2.64138 -1.93746 0.04219 3.55 1.82 -0.04
H -4.37913 -2.15324 0.43648 -1.89 1.10 1.24
O 2.32268 -2.09263 1.70299 0.11 0.93 -0.48
S 3.74043 -2.19102 2.00341 3.88 -1.04 1.33
O 4.82994 -2.17287 1.01210 -2.76 0.27 1.30
O 4.15167 -1.21015 3.24536 -0.89 0.05 -1.11
C 5.49601 -0.60771 3.31796 1.20 0.15 -0.33
C 5.58835 0.77150 2.72160 0.07 0.92 -0.47
C 3.86211 -3.75120 2.99974 0.46 0.70 -0.14
H 6.19591 -1.29407 2.84135 -0.09 -0.01 -0.17
H 5.83055 -0.53014 4.35245 -0.85 -0.46 0.25
H 5.54637 0.81208 1.63316 -0.76 -0.17 -0.02
H 6.53616 1.29036 2.86489 0.60 -0.79 0.52
H 4.94539 1.49199 3.22718 -0.66 -0.27 -0.34
H 3.10988 -3.62771 3.77885 -0.29 -0.44 -0.41
H 4.82475 -3.75236 3.51103 0.14 0.27 -0.32
H 3.83783 -4.59252 2.30714 -0.55 0.07 0.16
O -2.85888 0.43947 -3.55803 0.54 0.56 1.36
S -2.94361 1.02686 -2.23811 0.22 -0.81 -0.71
O -1.97457 0.58999 -1.16584 -1.46 1.59 -1.95
O -3.01213 2.68485 -2.40009 0.32 -3.44 2.34
C -2.99602 3.29229 -3.66424 0.71 0.60 -0.66
C -3.66315 4.59251 -3.45323 -1.03 1.48 -0.52
C -4.60522 0.74642 -1.60567 0.51 -0.14 0.62
H -3.53241 2.73705 -4.43372 0.36 -0.41 0.07
H -1.94558 3.44115 -3.91430 0.22 -0.16 -0.45
H -3.45606 5.16168 -2.54699 0.28 -0.47 0.15
H -4.73403 4.39499 -3.50099 -0.20 0.27 0.18
H -3.43364 5.27870 -4.26844 0.01 -0.14 -0.18
H -4.55939 0.04057 -0.77635 0.37 0.68 0.44
H -5.26450 0.19060 -2.27238 0.23 0.86 -0.80
H -4.84844 1.77500 -1.33926 -0.93 -0.48 0.29
```
Positions in Å, forces in eV/Å.

natural (NBO) atomic charge list, values in e, 6 entries: number 1, Tl, carries 1.0822; number 2, O, carries -0.5237; number 3, C, carries 0.9147; number 4, O, carries -0.1990; number 5, O, carries -0.3429; number 6, H, carries 0.5048

***

# 2
Density functional theory data (the ωB97M-V functional and the def2-TZVPD basis) for an isolated molecule of C19H23N3O6S2 at a distorted geometry.

Its SMILES is COc1ccccc1CCNC(=O)C(=O)NC[C@H]1OCCN1S(=O)(=O)c1cccs1. The calculation puts the LUMO energy at 0.48 eV. For the orbital gap, the calculation gives 9.01 eV.

XYZ file:
```
53
Properties=species:S:1:pos:R:3:forces:R:3
C -1.51315 -2.86440 -1.31910 0.23 -0.16 -0.19
O -2.39417 -2.03476 -0.59718 -0.20 0.28 0.25
C -1.93138 -1.40201 0.52327 -0.05 0.12 0.26
C -0.66173 -1.58068 1.05323 -0.03 -0.18 -0.29
C -0.27594 -0.88731 2.18868 -0.09 0.04 0.07
C -1.15622 -0.02096 2.80850 0.10 0.04 0.12
C -2.42599 0.15652 2.28270 0.07 -0.11 -0.07
C -2.82919 -0.52109 1.14674 -0.15 -0.23 -0.15
C -4.16761 -0.26362 0.51045 0.16 0.07 -0.10
C -4.05992 0.92884 -0.45727 -0.23 0.11 0.14
N -2.86186 0.83780 -1.25784 0.01 -0.25 -0.34
C -1.81812 1.64668 -1.06476 -0.17 0.11 0.06
O -1.81951 2.67119 -0.39845 0.01 0.07 0.06
C -0.53446 1.18983 -1.76564 0.13 -0.03 -0.11
O -0.38526 0.05736 -2.19263 -0.13 -0.03 -0.09
N 0.35845 2.18412 -1.82523 -0.03 0.46 0.22
C 1.74921 2.00854 -2.13402 0.31 -0.01 0.29
C 2.59507 2.08861 -0.84744 0.46 -0.08 -1.24
O 2.45172 3.38256 -0.29464 -0.14 -0.04 -0.23
C 2.11359 3.26121 1.07403 -0.01 -0.18 0.41
C 1.44411 1.88855 1.17055 -0.47 0.41 0.50
N 2.14574 1.13095 0.14628 0.81 -0.64 0.32
S 3.30826 0.04147 0.70488 -0.05 -0.35 -0.23
O 3.21546 -0.08171 2.12862 -0.24 -0.03 0.04
O 4.58052 0.34606 0.11806 -0.15 0.08 -0.15
C 2.75206 -1.47932 -0.00060 0.08 0.36 -0.10
C 2.66033 -2.68534 0.62585 0.10 0.35 0.18
C 2.25863 -3.71347 -0.25340 -0.01 0.01 -0.14
C 2.06639 -3.26052 -1.52249 0.15 0.42 -0.01
S 2.36907 -1.57499 -1.66857 -0.06 -0.53 0.19
H -0.67250 -2.28777 -1.71404 -0.05 -0.05 0.07
H -1.14578 -3.69450 -0.70814 -0.02 0.03 0.01
H -2.10196 -3.26122 -2.14533 0.07 -0.02 0.03
H 0.03664 -2.25286 0.58396 0.09 -0.08 -0.12
H 0.72219 -1.02489 2.57704 0.11 -0.03 0.06
H -0.85660 0.51963 3.69307 0.03 0.06 0.10
H -3.11538 0.83944 2.75718 -0.10 0.09 0.05
H -4.47987 -1.15140 -0.03975 -0.11 0.04 0.08
H -4.91643 -0.03422 1.26878 -0.04 -0.04 -0.01
H -3.98372 1.86586 0.09993 -0.09 -0.10 -0.09
H -4.93614 0.96791 -1.11072 0.04 0.08 0.09
H -2.67768 -0.03807 -1.73355 0.15 0.12 0.05
H 0.09845 3.03366 -1.33298 -0.10 -0.17 -0.10
H 1.87081 1.03239 -2.60610 0.07 0.14 -0.02
H 2.08390 2.80069 -2.80817 0.02 -0.12 -0.03
H 3.64787 1.88115 -1.08864 -0.28 0.17 -0.01
H 3.02268 3.29083 1.68950 -0.11 0.04 -0.03
H 1.45635 4.09027 1.33641 0.03 -0.07 0.05
H 1.58503 1.40473 2.13335 -0.16 0.16 0.01
H 0.37891 1.93726 0.92914 0.10 0.01 0.07
H 2.86823 -2.81130 1.67200 0.04 -0.02 0.23
H 2.12159 -4.73626 0.04733 -0.04 -0.18 0.02
H 1.75930 -3.82145 -2.38283 -0.07 -0.12 -0.20
```
Positions in Å, forces in eV/Å.

natural (NBO) atomic charge list, values in e, 6 entries: number 1, C, carries -0.2601; number 2, O, carries -0.5363; number 3, C, carries 0.3776; number 4, C, carries -0.3103; number 5, C, carries -0.2029; number 6, C, carries -0.2454

***

# 3
Density functional theory data (the ωB97M-V functional and the def2-TZVPD basis) for an isolated molecule of C2H3N3O.

The calculation puts the LUMO energy (spin up / spin down) at -0.81 / -0.81 eV. For the orbital gap (spin up / spin down), the calculation gives 8.02 / 8.02 eV.

XYZ file:
```
9
Properties=species:S:1:pos:R:3:forces:R:3
N -0.51743 -1.18911 -1.51272 -0.05 -0.03 0.04
C -0.52401 -1.15251 -0.19377 0.28 0.17 -0.08
N 0.39799 -0.59218 0.48563 -0.24 0.09 -0.09
C 0.61063 0.50690 1.10740 0.05 -0.23 -0.09
N -0.34777 1.54436 0.96249 0.19 0.31 0.23
O -0.00886 2.58447 1.48824 -0.13 -0.31 -0.16
H 0.15211 -0.67735 -2.08021 -0.06 -0.07 0.12
H -1.24417 -1.68836 -1.99912 0.11 0.07 0.11
H 1.48151 0.66378 1.74205 -0.15 0.00 -0.08
```
Positions in Å, forces in eV/Å.

natural (NBO) atomic charge list, values in e, 6 entries: number 1, N, carries -0.7699; number 2, C, carries 0.3254; number 3, N, carries -0.3529; number 4, C, carries 0.0537; number 5, N, carries 0.0728; number 6, O, carries -0.3012

***

# 4
Density functional theory data (the ωB97M-V functional and the def2-TZVPD basis) for a 2-piece molecular cluster, C31H30N3 overall at a distorted geometry.

The calculation puts the LUMO energy at -5.00 eV. Its total charge is +1. For the orbital gap, the calculation gives 5.85 eV.

XYZ file:
```
64
Properties=species:S:1:pos:R:3:forces:R:3
C -2.73741 -1.72050 -4.85639 -0.01 -0.02 0.28
C -3.05339 -0.41287 -4.46153 0.14 0.12 0.11
C -2.71086 0.03377 -3.18580 0.13 -0.14 0.07
C -2.13545 -0.85220 -2.24670 -0.33 -0.09 -0.37
C -1.74135 -0.41016 -0.90569 0.12 0.01 0.32
C -1.26450 0.90586 -0.70857 0.04 0.07 -0.08
C -0.92293 1.49062 0.50319 -0.61 0.00 -0.25
C -0.74935 2.91353 0.70759 0.14 0.64 -0.08
C -0.69259 3.43916 2.02743 0.04 -0.46 -0.44
C -0.52362 4.80003 2.24752 0.14 0.09 -0.12
C -0.39528 5.68236 1.16203 -0.29 -0.53 0.05
C -0.52883 5.19349 -0.14600 0.11 -0.21 0.11
C -0.70638 3.83248 -0.37397 0.04 -0.09 0.31
C -1.91585 -1.34037 0.21175 -0.21 -0.92 0.32
C -0.95907 -1.45468 1.23156 0.07 0.28 0.17
C -1.18100 -2.23817 2.35972 -0.42 -0.18 -0.33
C -2.37801 -2.95745 2.47797 -0.02 0.06 -0.14
C -3.31622 -2.93213 1.43402 0.29 0.09 -0.07
C -3.06499 -2.16744 0.29524 -0.01 0.30 -0.11
C -1.93206 -2.19788 -2.63148 0.12 0.12 0.11
C -2.17230 -2.61476 -3.93770 -0.08 0.31 0.05
H -2.94735 -2.05235 -5.87506 0.04 0.14 0.32
H -3.55534 0.27244 -5.15226 0.27 -0.31 0.24
H -2.91951 1.06099 -2.87638 -0.03 -0.33 -0.23
H -1.21061 1.53419 -1.60025 -0.08 -0.27 0.24
H -0.86512 0.86762 1.39170 -0.23 0.22 -0.12
H -0.80899 2.73899 2.86059 0.17 0.31 -0.21
H -0.47144 5.17527 3.27102 -0.03 -0.08 -0.34
H -0.23297 6.74604 1.33766 -0.05 -0.30 -0.06
H -0.47647 5.87380 -0.99355 -0.02 -0.12 0.21
H -0.81980 3.46467 -1.39502 0.15 0.23 0.30
H -0.00603 -0.92637 1.10855 -0.19 -0.27 0.08
H -0.41119 -2.30056 3.13254 -0.24 -0.09 -0.23
H -2.57304 -3.56066 3.36803 0.06 0.20 -0.30
H -4.23984 -3.51504 1.49768 0.41 0.21 0.00
H -3.77475 -2.16947 -0.53463 0.09 0.05 0.33
H -1.52678 -2.89870 -1.90184 0.01 0.19 -0.23
H -1.90850 -3.63174 -4.23517 -0.19 0.33 0.09
C 2.02491 -2.68356 -3.35493 0.00 0.10 0.21
C 1.31920 -1.48405 -3.19839 0.09 0.04 0.15
C 1.53919 -0.67856 -2.07633 0.02 -0.34 -0.04
C 2.45065 -1.07857 -1.09680 0.00 -0.06 -0.11
C 2.75006 -0.21651 0.10696 0.59 0.28 -0.28
N 1.66481 -0.07800 1.04209 0.04 0.30 1.97
C 2.04375 0.37396 2.22103 -0.23 -0.72 -2.01
N 1.34792 0.27828 3.39190 -1.08 0.17 -0.46
C 2.17176 0.60370 4.53158 -0.06 -0.43 0.58
C 3.39760 1.26217 3.89465 0.45 0.68 0.17
N 3.22044 0.97891 2.49365 0.72 -0.13 -0.65
C 3.16163 -2.27518 -1.26028 -0.20 0.22 -0.10
C 2.95555 -3.07570 -2.38427 -0.06 0.04 -0.07
H 1.84566 -3.30925 -4.23124 0.10 0.20 0.25
H 0.59537 -1.16241 -3.95192 0.26 -0.16 0.18
H 1.00014 0.26352 -1.94490 0.20 -0.28 -0.13
H 3.60167 -0.71373 0.60235 0.01 0.32 -0.05
H 3.08433 0.78440 -0.23015 0.11 -0.25 -0.16
H 0.46425 -0.21880 3.46202 0.65 0.11 -0.10
H 1.63130 1.24578 5.22775 0.22 0.09 0.00
H 2.46354 -0.30873 5.06326 -0.04 0.09 0.05
H 3.39997 2.34333 4.06134 0.04 -0.04 0.09
H 4.35052 0.86085 4.25014 -0.23 0.00 0.16
H 3.91394 1.16839 1.76860 -0.56 -0.14 0.67
H 3.89485 -2.55355 -0.49605 -0.27 -0.01 -0.32
H 3.53613 -3.99847 -2.49984 -0.33 0.38 -0.01
```
Positions in Å, forces in eV/Å.

natural (NBO) atomic charge list, values in e, 6 entries: number 1, C, carries -0.1478; number 2, C, carries -0.2178; number 3, C, carries -0.1703; number 4, C, carries -0.0692; number 5, C, carries 0.2438; number 6, C, carries -0.3390